The following is a DFT calculation (ωB97M-V with the def2-TZVPD basis set) of one molecule with the formula C2H2N2O.

Results
Highest occupied orbital energy (eV): -10.714
Electronic energy (Ha): -262.0336
Structure (SMILES): N#C/C=N/O
Net charge: 0
Kohn-Sham gap (eV): 10.2646
ΔE to the lowest compared entry with this formula, charge and spin (kJ/mol): 342.1
Lowest unoccupied orbital energy (eV): -0.450

Each line ends with the natural charge from an NBO analysis.
Positions of all 7 atoms, in Å:
C1 0.10598 -0.31467 0.39644  -0.080
C2 -0.41996 -1.55140 0.01126  0.204
H1 0.39707 2.27182 -0.78041  0.487
H2 -0.02865 -0.11962 1.54533  0.241
N1 0.13797 0.47832 -0.57842  -0.032
N2 -0.77453 -2.48607 -0.68343  -0.247
O1 0.58212 1.72163 0.08922  -0.573